Below is C50H70BN7O2PdSi as an isolated structure, with properties calculated with ωB97M-V with the def2-TZVPD basis set.

Geometry as XYZ:
```
132
Properties=species:S:1:pos:R:3:forces:R:3
Pd -0.1337 1.0249 -0.5610 0.194 -0.034 -0.526
C -5.2983 1.8827 2.8855 -0.018 0.014 -0.037
C -4.0136 1.7451 2.0762 0.034 -0.015 0.051
C -3.1616 3.0100 2.1575 -0.002 -0.009 -0.019
C -3.2186 0.5369 2.4993 -0.108 0.047 0.016
C -3.5378 -0.4953 3.4064 0.038 0.064 -0.028
C -2.4550 -1.3542 3.3440 -0.024 -0.025 -0.079
C -2.2879 -2.6488 4.0905 -0.034 0.035 -0.007
C -2.3250 -2.4156 5.6030 -0.031 -0.043 -0.020
C -3.3693 -3.6508 3.6778 0.036 -0.046 0.001
N -1.5718 -0.8347 2.4504 -0.014 -0.155 0.227
N -2.0445 0.3206 1.9458 0.169 0.023 0.087
B -0.2394 -1.4664 1.9313 -0.115 0.130 -0.061
N 0.9189 -0.4367 2.1607 -0.017 0.132 0.059
N 0.7993 0.8085 1.6011 -0.094 -0.497 -0.097
C 1.5820 1.6241 2.2805 -0.256 0.203 -0.019
C 2.2528 0.9178 3.2904 0.193 0.056 -0.073
C 1.8047 -0.3828 3.1958 0.053 -0.025 -0.034
C 2.2605 -1.4154 4.2109 -0.180 -0.012 0.071
C 2.1259 -2.9042 3.9145 0.099 0.001 -0.055
C 1.5907 -1.1226 5.5606 0.046 0.005 0.014
C 1.4761 3.1086 2.0908 0.109 0.031 -0.036
C 2.8233 3.8179 2.1977 -0.004 0.000 0.073
C 0.5161 3.6598 3.1515 -0.053 -0.052 -0.037
N -0.4664 -1.9653 0.4702 -0.173 -0.013 -0.121
N -1.3802 -1.2742 -0.2691 -0.111 -0.016 0.422
C -1.8202 -2.0650 -1.2172 -0.062 -0.194 0.032
C -1.1622 -3.3154 -1.1430 -0.072 0.032 -0.094
C -0.3181 -3.2157 -0.0657 0.121 0.024 -0.026
C 0.6921 -4.2529 0.3380 0.018 0.065 0.141
C 0.3444 -5.0015 1.6287 -0.057 -0.025 -0.028
C 2.0991 -3.6490 0.3542 -0.033 -0.003 -0.036
C -2.9715 -1.6685 -2.0988 -0.017 0.053 0.055
C -4.1432 -2.6285 -1.8560 0.030 -0.023 -0.038
C -3.4125 -0.2344 -1.8276 0.003 0.003 -0.034
H -5.8575 2.7679 2.5722 -0.002 0.003 0.007
H -5.0718 1.9825 3.9509 0.000 0.016 0.005
H -5.9450 1.0117 2.7593 0.002 -0.012 0.009
H -4.2778 1.6028 1.0225 -0.033 -0.023 0.005
H -2.9218 3.2405 3.2005 0.012 0.000 -0.006
H -3.6899 3.8649 1.7257 -0.013 0.011 0.017
H -2.2281 2.8658 1.6127 -0.011 -0.001 -0.018
H -4.4170 -0.6019 4.0218 -0.026 -0.015 -0.005
H -1.3214 -3.0781 3.8307 0.036 0.031 -0.003
H -3.3141 -2.0642 5.9072 0.000 0.013 0.006
H -1.6009 -1.6583 5.9013 0.010 0.004 0.016
H -2.1092 -3.3392 6.1483 -0.011 -0.009 0.005
H -4.3554 -3.2959 3.9874 -0.010 0.015 -0.027
H -3.1963 -4.6263 4.1425 -0.007 -0.004 0.015
H -3.3821 -3.7787 2.5951 0.008 -0.008 -0.012
H -0.0138 -2.4065 2.6263 0.177 -0.017 -0.096
H 2.9737 1.2928 4.0014 -0.009 0.014 0.016
H 3.3311 -1.2156 4.3285 -0.007 0.031 0.004
H 1.1063 -3.2464 4.0838 0.023 -0.003 0.022
H 2.7803 -3.4616 4.5914 -0.003 0.000 0.020
H 2.4019 -3.1552 2.8930 0.001 0.008 0.064
H 0.5161 -1.2942 5.4803 -0.012 0.006 -0.003
H 1.7446 -0.0873 5.8635 -0.010 0.004 -0.005
H 1.9877 -1.7799 6.3407 -0.016 -0.020 0.002
H 1.0415 3.2661 1.0999 0.072 -0.016 -0.030
H 3.2907 3.6127 3.1671 -0.017 0.024 0.020
H 2.6913 4.8996 2.1139 0.002 0.002 -0.003
H 3.5075 3.5092 1.4121 0.010 -0.008 0.009
H 0.9431 3.5417 4.1528 0.001 0.007 0.006
H -0.4310 3.1205 3.1222 0.005 0.014 0.002
H 0.3187 4.7221 2.9832 0.006 0.011 -0.002
H -1.2643 -4.1646 -1.8020 0.024 -0.002 -0.014
H 0.6626 -4.9962 -0.4651 -0.010 0.007 -0.008
H 0.4652 -4.3740 2.5064 -0.019 -0.021 -0.019
H 0.9860 -5.8806 1.7441 0.021 0.007 0.014
H -0.6950 -5.3344 1.5983 0.005 -0.035 -0.009
H 2.1161 -2.7143 0.9179 0.006 -0.036 -0.003
H 2.4094 -3.4057 -0.6625 -0.011 -0.006 0.008
H 2.8308 -4.3390 0.7867 0.008 -0.012 -0.011
H -2.6668 -1.7638 -3.1457 0.023 0.037 0.012
H -4.5097 -2.5099 -0.8327 -0.008 -0.014 0.010
H -3.8456 -3.6716 -1.9863 -0.003 -0.004 -0.030
H -4.9658 -2.4140 -2.5442 -0.011 0.006 -0.001
H -3.7763 -0.1451 -0.8000 -0.011 0.002 0.000
H -4.2100 0.0551 -2.5183 -0.003 0.002 -0.009
H -2.5773 0.4621 -1.9219 0.012 -0.009 -0.003
O 4.7788 2.9880 -1.4455 -0.031 -0.004 -0.045
C 3.7239 2.3776 -0.8648 -0.047 0.028 0.013
O 2.6559 2.9021 -0.7465 0.325 0.144 -0.046
C 4.0356 0.9848 -0.3226 -0.004 -0.049 -0.048
N 5.4423 0.6079 -0.6274 0.014 -0.068 0.049
C 5.3760 -0.5098 -1.5884 -0.007 -0.010 0.032
C 4.0949 -1.2542 -1.2360 0.037 0.062 -0.043
C 3.1327 -0.1032 -0.9455 0.033 -0.021 0.050
H 3.8815 1.0361 0.7586 0.011 0.016 -0.021
H 5.8813 0.2816 0.2240 0.007 0.023 -0.024
H 5.4974 2.3217 -1.4036 0.014 0.018 0.074
H 6.2852 -1.1114 -1.5257 0.004 0.016 -0.022
H 5.3002 -0.1002 -2.5997 0.009 0.011 -0.010
H 4.2568 -1.8713 -0.3465 -0.008 -0.015 -0.008
H 3.7376 -1.8940 -2.0448 0.001 -0.023 0.019
H 2.2939 -0.3558 -0.2974 0.008 0.008 -0.045
H 2.7019 0.2684 -1.8724 -0.084 0.024 -0.026
C -2.7529 5.0969 -4.1635 -0.002 -0.001 -0.008
C -1.9091 4.5115 -5.1003 -0.028 -0.002 0.010
C -1.1310 3.4166 -4.7440 0.019 -0.043 0.001
C -1.1547 2.8671 -3.4558 0.089 0.062 -0.041
C -2.0113 3.4825 -2.5369 0.001 -0.077 -0.028
C -2.8027 4.5743 -2.8781 -0.021 0.001 -0.001
Si -0.0128 1.4113 -2.8135 -0.322 0.316 0.336
C 1.5903 1.9062 -3.8133 0.091 -0.064 0.091
C 2.4289 0.9807 -4.4486 -0.045 -0.038 -0.033
C 3.6359 1.3456 -5.0386 0.016 0.010 0.010
C 4.0517 2.6693 -5.0179 -0.036 -0.002 -0.033
C 3.2378 3.6144 -4.4022 0.004 0.004 -0.032
C 2.0421 3.2346 -3.8130 -0.010 -0.023 0.031
C -0.5697 -0.0325 -3.9902 -0.047 -0.067 0.000
C -0.0268 -1.3036 -3.7607 0.054 0.013 -0.032
C -0.3494 -2.4051 -4.5427 0.046 0.009 -0.043
C -1.2633 -2.2773 -5.5809 0.000 0.007 -0.024
C -1.8491 -1.0383 -5.8126 0.010 -0.027 0.007
C -1.5040 0.0580 -5.0300 0.030 -0.025 0.035
H -3.3581 5.9565 -4.4325 -0.006 0.001 0.002
H -1.8542 4.9153 -6.1067 0.004 -0.009 -0.006
H -0.4705 2.9813 -5.4889 0.024 0.013 0.003
H -2.0242 3.0817 -1.5257 -0.003 0.024 0.011
H -3.4518 5.0268 -2.1352 -0.003 -0.003 0.009
H 2.1244 -0.0610 -4.5001 0.018 0.008 0.011
H 4.2494 0.5921 -5.5247 -0.005 -0.010 0.005
H 4.9900 2.9615 -5.4770 0.010 0.005 0.014
H 3.5480 4.6534 -4.3683 0.002 0.005 0.017
H 1.4393 3.9890 -3.3191 0.010 0.011 0.028
H 0.6485 -1.4320 -2.9178 -0.002 -0.001 0.022
H 0.1011 -3.3698 -4.3327 -0.009 -0.009 0.028
H -1.5223 -3.1335 -6.1948 -0.021 -0.003 0.010
H -2.5772 -0.9259 -6.6101 -0.016 0.003 0.005
H -1.9841 1.0095 -5.2269 -0.005 0.023 -0.024
```
Forces are in eV/Å.

Energy   -2923.4272 hartree
Gap between HOMO and LUMO   3.880 eV
Charge   -2
Relative energy (zero: lowest compared OMol25 entry of this formula, charge and spin)   77.7 kJ/mol
Multiplicity   1